A cluster of 3 separate species, C5H13N3 in total. Source: OMol25; level of theory: ωB97M-V/def2-TZVPD.

Computed properties:
LUMO level (spin up / spin down) ... 0.03596 / 0.03119 Ha
Energy above the lowest of the compared OMol25 structures with the same formula, charge and spin ... 654.9 kJ/mol
Calculated total energy ... -362.33283 a.u.
Orbital gap (spin up / spin down) ... 8.8 / 7.1 eV

Structure (XYZ):
```
21
C5H13N3 | OMol25 | ωB97M-V/def2-TZVPD
N 2.294 1.103 -3.066
N 1.639 -0.034 -2.629
N -0.751 -0.186 -1.250
C -0.637 -0.276 1.824
C 1.436 -0.388 -0.009
C -1.019 1.162 1.846
C 0.276 -0.387 -0.408
C -1.715 -1.298 1.718
H 1.751 1.929 -2.849
H -2.442 -1.033 0.944
H -1.678 1.395 2.699
H -0.146 1.811 1.922
H 2.276 -0.815 -2.779
H 3.256 1.218 -2.747
H -1.318 -2.295 1.512
H -1.520 -0.835 -1.147
H -2.292 -1.378 2.655
H 0.226 -0.561 2.415
H 2.300 -0.469 0.604
H -0.364 -0.095 -2.196
H -1.572 1.433 0.941
```

A cluster of 2 separate species, C5H13N3 in total. Source: OMol25; level of theory: ωB97M-V/def2-TZVPD.

Computed properties:
LUMO level ... 0.02719 Ha
Energy above the lowest of the compared OMol25 structures with the same formula, charge and spin ... 40.8 kJ/mol
Calculated total energy ... -362.56674 a.u.
Orbital gap ... 9.7 eV

Structure (XYZ):
```
21
C5H13N3 | OMol25 | ωB97M-V/def2-TZVPD
N -0.995 0.877 3.098
N 0.911 1.448 1.964
N -1.138 1.963 0.985
C -0.303 -1.814 -0.217
C -0.467 1.438 2.080
C 1.140 -1.174 -3.792
C 0.996 -1.437 -2.318
C -0.166 -1.581 -1.695
H -2.103 2.193 1.177
H -2.000 0.876 3.016
H -1.077 -1.515 -2.281
H 1.912 -1.492 -1.736
H 0.656 -2.140 0.189
H -0.654 2.653 0.436
H 1.364 1.211 2.831
H 1.631 -0.218 -3.980
H -0.587 -0.891 0.293
H 1.312 2.237 1.493
H 0.162 -1.169 -4.272
H 1.757 -1.945 -4.257
H -1.045 -2.578 0.010
```

A cluster of 2 separate species, C5H13N3 in total. Source: OMol25; level of theory: ωB97M-V/def2-TZVPD.

Computed properties:
LUMO level ... 0.03595 Ha
Energy above the lowest of the compared OMol25 structures with the same formula, charge and spin ... 204.5 kJ/mol
Calculated total energy ... -362.50440 a.u.
Orbital gap ... 9.2 eV

Structure (XYZ):
```
21
C5H13N3 | OMol25 | ωB97M-V/def2-TZVPD
N 2.012 -0.365 2.530
N 2.534 -0.058 -1.163
N -2.417 -0.514 -0.598
C -2.660 0.823 -0.894
C -1.154 -1.026 -1.166
C 2.468 0.200 0.252
C 2.025 -0.676 1.132
C -3.087 1.782 -0.065
H 1.774 0.431 -1.625
H -1.051 -2.073 -0.901
H 1.204 -0.748 3.002
H -3.344 2.743 -0.486
H -2.540 -0.643 0.396
H -3.229 1.663 1.002
H 1.687 -1.672 0.861
H 2.830 -0.731 2.996
H 3.408 0.265 -1.549
H -2.549 1.139 -1.928
H -1.281 -0.928 -2.243
H 2.774 1.199 0.548
H -0.305 -0.431 -0.829
```

An isolated molecule of C5H13N3. Source: OMol25; level of theory: ωB97M-V/def2-TZVPD.

Computed properties:
LUMO level ... -0.10378 Ha
Energy above the lowest of the compared OMol25 structures with the same formula, charge and spin ... 752.2 kJ/mol
Calculated total energy ... -362.29578 a.u.
Orbital gap ... 4.1 eV

Structure (XYZ):
```
21
C5H13N3 | OMol25 | ωB97M-V/def2-TZVPD
N -1.419 0.815 0.661
N -2.656 -0.223 -1.112
N 2.205 1.078 0.408
C 2.615 0.000 -0.494
C 1.756 -1.229 -0.100
C -2.786 0.159 0.206
C 0.302 -0.905 -0.273
C -0.199 0.103 0.801
H -1.294 1.553 -0.027
H 2.606 0.173 -1.576
H 2.054 -2.191 -0.509
H -0.044 -0.315 -1.143
H -0.422 -1.715 -0.344
H -3.284 0.395 -1.637
H -0.202 -0.305 1.824
H 2.497 1.940 -0.071
H 3.690 -0.121 -0.242
H -3.459 0.978 0.501
H 0.648 0.863 0.722
H 1.976 -1.186 0.978
H -3.001 -0.626 0.942
```

The ion C5H13N3 with charge +2. Source: OMol25; level of theory: ωB97M-V/def2-TZVPD.

Computed properties:
Net charge ... +2
LUMO level ... -0.30554 Ha
Energy above the lowest of the compared OMol25 structures with the same formula, charge and spin ... 120.3 kJ/mol
Calculated total energy ... -361.87636 a.u.
Orbital gap ... 11.3 eV

Structure (XYZ):
```
21
C5H13N3 | OMol25 | ωB97M-V/def2-TZVPD
N -0.812 1.540 -0.120
N 0.515 -0.446 0.126
N -1.745 -0.369 0.999
C 0.582 -1.119 -0.943
C -1.844 2.542 0.028
C 1.694 -1.915 -1.347
C 1.532 -0.584 1.156
C -0.860 0.357 0.412
H -2.621 0.016 1.140
H -1.766 -1.404 1.180
H 1.473 0.167 1.924
H 2.198 -1.311 -2.083
H 2.495 -0.399 0.552
H 1.437 -1.556 1.452
H -0.308 -1.090 -1.568
H 2.417 -2.142 -0.656
H -1.474 3.580 0.457
H -2.736 2.253 0.534
H 1.096 -2.879 -1.803
H -0.003 1.843 -0.570
H -2.196 2.812 -1.002
```

A cluster of 2 separate species, C5H13N3 in total. Source: OMol25; level of theory: ωB97M-V/def2-TZVPD.

Computed properties:
Net charge ... +2
LUMO level (spin up / spin down) ... -0.38443 / -0.38436 Ha
Energy above the lowest of the compared OMol25 structures with the same formula, charge and spin ... 402.6 kJ/mol
Calculated total energy ... -361.76885 a.u.
Orbital gap (spin up / spin down) ... 8.3 / 8.3 eV

Structure (XYZ):
```
21
C5H13N3 | OMol25 | ωB97M-V/def2-TZVPD
N 1.256 -0.104 -0.005
N 0.277 2.068 -0.035
N -1.722 -0.001 -0.283
C 0.923 -1.309 0.778
C 2.554 -0.110 -0.667
C -1.833 -0.678 -1.344
C 0.347 0.785 0.056
C -2.341 0.339 0.859
H 3.413 -0.259 0.110
H 1.016 2.674 0.337
H -2.717 -1.286 -1.570
H -1.807 -0.133 1.707
H 2.576 -0.926 -1.299
H -0.914 -0.908 -1.910
H 0.316 -2.079 0.197
H -3.289 -0.236 0.940
H 0.135 -1.087 1.547
H -0.439 2.598 -0.453
H 1.844 -1.566 1.249
H 2.804 0.842 -1.075
H -2.399 1.375 0.861
```